1.
Formula: CH14N2O5
Source: the OMol25 dataset
Level of theory: ωB97M-V with the def2-TZVPD basis set

Summary:
Spin multiplicity: 1
Highest occupied orbital energy, eV: -9.714
Maximum force, eV Å⁻¹: 6.4
Electronic energy, Eh: -531.90880
Frontier orbital gap, eV: 4.1
LUMO energy, eV: -5.64
M, Da: 134.13

Last column: Mulliken charge in e.
Geometry (Å):
1 N -1.783 1.877 0.799  -0.335
2 C -0.445 1.345 1.004  -0.085
3 N -0.537 -0.042 1.281  -0.258
4 H -1.811 2.838 0.562  0.277
5 H 0.013 1.884 1.877  0.367
6 H 0.190 1.538 0.178  0.292
7 H -1.126 -0.588 0.566  0.336
8 H 3.162 1.049 0.605  0.157
9 H 0.711 -0.663 -1.835  0.423
10 O 2.313 0.644 0.522  -0.740
11 H 1.755 0.327 -1.135  0.371
12 H 2.654 -2.331 1.000  0.276
13 O 1.931 -1.808 0.888  -0.699
14 H 0.389 -0.497 1.245  0.336
15 H 2.283 -0.831 0.752  0.379
16 O 1.337 0.049 -1.989  -0.670
17 H -1.490 -1.109 -1.151  0.418
18 H -0.830 -2.480 -1.823  0.211
19 O -0.597 -1.772 -1.240  -0.717
20 H -3.354 -0.436 -1.344  0.214
21 H -2.300 1.269 0.175  0.284
22 O -2.465 -0.263 -0.937  -0.837

2.
Formula: CH14N3O4
Source: the OMol25 dataset
Level of theory: ωB97M-V with the def2-TZVPD basis set

Summary:
Spin multiplicity: 1
Highest occupied orbital energy, eV: -14.142
Maximum force, eV Å⁻¹: 3.3
Electronic energy, Eh: -511.50984
Frontier orbital gap, eV: 11.3
Total charge: +1
LUMO energy, eV: -2.88
M, Da: 132.14

Last column: Mulliken charge in e.
Geometry (Å):
1 N 0.244 0.457 -0.097  -0.200
2 C 0.135 -0.848 0.233  0.595
3 N -0.003 -1.665 -0.884  -0.434
4 N 0.449 -1.334 1.428  -0.261
5 H 0.804 1.003 0.513  0.181
6 H -0.045 0.885 -0.930  0.145
7 H -0.574 -2.483 -0.706  0.258
8 H -0.260 -1.126 -1.751  0.280
9 H 0.382 -2.336 1.620  0.241
10 H 0.248 -0.764 2.285  0.288
11 H 0.102 1.036 3.908  0.306
12 H -0.070 1.621 2.611  0.300
13 O 0.348 0.840 2.994  -0.657
14 H 2.788 -1.655 -0.352  0.286
15 H 3.675 -0.427 0.210  0.283
16 O 2.834 -0.837 0.110  -0.572
17 H -2.251 0.008 -2.999  0.312
18 H -2.279 0.124 -1.306  0.316
19 O -2.246 -0.391 -2.098  -0.639
20 H -1.628 3.200 -0.986  0.286
21 H -1.250 2.332 -2.390  0.323
22 O -1.402 2.361 -1.415  -0.638

3.
Formula: CH14NO4
Source: the OMol25 dataset
Level of theory: ωB97M-V with the def2-TZVPD basis set

Summary:
Spin multiplicity: 1
Highest occupied orbital energy, eV: -13.559
Maximum force, eV Å⁻¹: 6.0
Electronic energy, Eh: -401.93952
Frontier orbital gap, eV: 10.4
Total charge: +1
LUMO energy, eV: -3.14
M, Da: 104.13

Last column: Mulliken charge in e.
Geometry (Å):
1 C -1.633 -1.541 -0.346  -0.724
2 N -0.711 -0.488 0.376  -0.205
3 H -2.702 -1.306 -0.232  0.329
4 H -1.590 -1.573 -1.496  0.288
5 H -1.359 -2.469 0.079  0.355
6 H -1.215 -0.349 1.246  0.389
7 H -0.725 0.489 -0.067  0.271
8 H 0.165 -0.755 0.659  0.361
9 H -2.402 3.256 -6.230  0.331
10 H -1.963 4.518 -5.345  0.334
11 O -2.536 3.676 -5.356  -0.664
12 H -0.865 2.942 -1.017  0.334
13 H 0.579 2.371 -1.271  0.296
14 O -0.247 2.140 -0.927  -0.670
15 H 2.058 -0.582 2.177  0.313
16 H 1.443 -1.716 2.968  0.334
17 O 1.177 -1.043 2.357  -0.670
18 H 4.154 -2.161 3.436  0.296
19 H 4.237 -2.457 4.927  0.346
20 O 4.136 -2.953 4.064  -0.644

4.
Formula: CH14NO5
Source: the OMol25 dataset
Level of theory: ωB97M-V with the def2-TZVPD basis set

Summary:
Spin multiplicity: 1
Highest occupied orbital energy, eV: -13.611
Maximum force, eV Å⁻¹: 2.6
Electronic energy, Eh: -477.18703
Frontier orbital gap, eV: 9.3
Total charge: +1
LUMO energy, eV: -4.34
M, Da: 120.12

Last column: Mulliken charge in e.
Geometry (Å):
1 C -0.676 0.172 -2.403  -0.082
2 N -1.377 0.897 -1.631  -0.052
3 H -1.083 -0.655 -2.988  0.319
4 H 0.404 0.418 -2.492  0.257
5 H -0.928 1.642 -1.095  0.266
6 H -2.395 0.824 -1.557  0.320
7 H -4.925 0.164 -2.623  0.319
8 H -3.762 0.824 -3.248  0.343
9 O -3.962 0.167 -2.556  -0.689
10 H 2.317 -5.240 3.775  0.329
11 H 2.039 -3.909 4.114  0.314
12 O 2.096 -4.398 3.280  -0.643
13 H 1.312 1.603 0.128  0.330
14 H 2.253 1.391 -0.931  0.310
15 O 1.297 1.519 -0.837  -0.647
16 H -0.500 -0.901 1.724  0.327
17 H -1.352 -0.132 2.704  0.311
18 O -0.944 -0.050 1.833  -0.627
19 H 4.119 2.104 1.229  0.309
20 H 3.134 1.381 2.172  0.314
21 O 3.191 1.887 1.357  -0.629

5.
Formula: CH14NO8
Source: the OMol25 dataset
Level of theory: ωB97M-V with the def2-TZVPD basis set

Summary:
Spin multiplicity: 1
Highest occupied orbital energy, eV: -6.384
Maximum force, eV Å⁻¹: 1.7
Electronic energy, Eh: -703.30231
Frontier orbital gap, eV: 9.8
Total charge: -1
LUMO energy, eV: 3.39
M, Da: 168.12

Last column: Mulliken charge in e.
Geometry (Å):
1 N -2.517 0.030 -0.336  -0.462
2 C -1.151 0.283 -0.155  0.619
3 O -0.681 0.362 1.008  -0.777
4 O -0.500 0.248 -1.230  -0.847
5 H -3.146 -0.143 0.428  0.184
6 H -2.872 -0.259 -1.230  0.286
7 H 0.691 1.593 -1.748  0.464
8 H 1.413 2.818 -1.112  0.324
9 O 1.209 2.390 -1.956  -0.684
10 H -0.694 -2.710 -1.276  0.358
11 H -1.905 -2.000 -0.781  0.357
12 O -1.662 -2.778 -1.300  -0.702
13 H 0.832 -0.728 -1.241  0.358
14 H 1.228 -1.449 -2.445  0.301
15 O 1.185 -1.640 -1.499  -0.688
16 H 0.058 2.188 2.680  0.338
17 H 0.438 1.937 1.206  0.251
18 O 0.322 2.640 1.867  -0.728
19 H 2.099 1.922 1.659  0.404
20 H 2.003 0.512 0.819  0.331
21 O 2.547 1.235 1.120  -0.685
22 H 1.113 -1.930 2.058  0.304
23 H -0.390 -2.016 1.570  0.333
24 O 0.380 -2.504 1.894  -0.638

6.
Formula: CH14Na5O10
Source: the OMol25 dataset
Level of theory: ωB97M-V with the def2-TZVPD basis set

Summary:
Spin multiplicity: 1
Highest occupied orbital energy, eV: -18.139
Maximum force, eV Å⁻¹: 2.2
Electronic energy, Eh: -1609.58585
Frontier orbital gap, eV: 5.3
Total charge: +3
LUMO energy, eV: -12.85
M, Da: 301.06

Last column: Mulliken charge in e.
Geometry (Å):
1 Na 18.785 -4.880 -19.178  0.977
2 Na 12.903 -4.553 -19.715  0.908
3 Na 16.109 -6.085 -21.128  0.980
4 Na 14.896 -2.377 -21.095  0.967
5 Na 16.498 -7.441 -17.218  0.923
6 C 15.563 -4.813 -18.514  0.676
7 O 16.730 -4.923 -17.946  -0.884
8 O 15.112 -3.675 -18.919  -0.726
9 O 14.820 -5.832 -18.462  -1.104
10 O 13.375 -7.752 -19.644  -0.577
11 H 13.886 -7.106 -19.134  0.466
12 H 13.289 -7.383 -20.533  0.250
13 O 17.528 -1.630 -18.096  -0.629
14 H 17.909 -1.816 -17.222  0.435
15 H 17.134 -2.463 -18.372  0.221
16 O 14.399 -2.434 -16.368  -0.610
17 H 15.064 -1.733 -16.299  0.339
18 H 14.670 -2.971 -17.126  0.179
19 O 16.471 -4.506 -14.172  -0.584
20 H 16.362 -3.549 -14.125  0.333
21 H 17.015 -4.648 -14.949  0.239
22 O 13.767 -5.551 -15.828  -0.608
23 H 14.370 -4.877 -15.468  0.370
24 H 14.005 -5.646 -16.754  0.329
25 O 18.360 -3.491 -16.227  -0.659
26 H 19.191 -3.529 -16.707  0.310
27 H 17.723 -3.991 -16.771  0.377
28 O 12.372 -2.235 -18.690  -0.567
29 H 13.094 -1.925 -18.110  0.341
30 H 11.879 -1.432 -18.921  0.327

7.
Formula: CH14O5S2
Source: the OMol25 dataset
Level of theory: ωB97M-V with the def2-TZVPD basis set

Summary:
Spin multiplicity: 1
Highest occupied orbital energy, eV: -8.664
SMILES: CSS.O.O.O.O.O
Maximum force, eV Å⁻¹: 2.1
Electronic energy, Eh: -1219.02354
Frontier orbital gap, eV: 8.8
LUMO energy, eV: 0.17
M, Da: 170.25

Last column: Mulliken charge in e.
Geometry (Å):
1 C 0.272 2.034 -1.036  -0.751
2 S -0.071 1.528 -2.773  -0.052
3 S 0.016 -0.459 -3.125  -0.194
4 H 0.343 3.117 -1.087  0.318
5 H 1.182 1.540 -0.729  0.225
6 H -0.620 1.730 -0.497  0.240
7 H -1.094 -0.835 -2.459  0.173
8 O -2.921 -1.699 0.130  -0.629
9 H -2.568 -0.900 0.509  0.317
10 H -2.237 -2.310 0.425  0.305
11 O -0.714 -0.117 2.184  -0.619
12 H -0.441 0.468 1.482  0.312
13 H 0.111 -0.217 2.662  0.296
14 O 0.456 -3.060 0.609  -0.597
15 H 0.919 -3.094 -0.205  0.308
16 H -0.194 -3.743 0.753  0.296
17 O 2.336 -0.875 -1.450  -0.536
18 H 2.646 -1.029 -0.543  0.308
19 H 2.188 0.068 -1.358  0.282
20 O 0.264 2.267 2.157  -0.613
21 H 0.662 3.042 1.750  0.291
22 H -0.535 2.543 2.604  0.319

8.
Formula: CH14O6
Source: the OMol25 dataset
Level of theory: ωB97M-V with the def2-TZVPD basis set

Summary:
Spin multiplicity: 1
Highest occupied orbital energy, eV: -10.247
SMILES: CO.O.O.O.O.O
Maximum force, eV Å⁻¹: 1.6
Electronic energy, Eh: -497.94087
Frontier orbital gap, eV: 10.9
LUMO energy, eV: 0.66
M, Da: 122.12

Last column: Mulliken charge in e.
Geometry (Å):
1 C -1.728 -1.232 0.533  -0.627
2 O -0.551 -1.842 1.107  -0.637
3 H -2.011 -1.901 -0.248  0.324
4 H -2.441 -1.321 1.347  0.270
5 H -1.599 -0.252 0.067  0.197
6 H 0.142 -1.869 0.432  0.482
7 O 0.919 -0.066 -2.776  -0.686
8 H 1.760 0.214 -3.127  0.311
9 H 0.442 0.726 -2.446  0.398
10 O -0.265 2.027 -1.405  -0.732
11 H -0.167 2.020 -0.405  0.412
12 H -0.948 2.668 -1.578  0.301
13 O -0.164 2.421 1.257  -0.730
14 H 0.604 2.956 1.461  0.288
15 H -0.079 1.614 1.818  0.446
16 O 1.265 -1.871 -0.873  -0.679
17 H 0.923 -1.342 -1.632  0.391
18 H 1.989 -2.435 -1.138  0.274
19 O 0.504 0.183 2.614  -0.738
20 H 1.392 -0.127 2.805  0.283
21 H 0.013 -0.573 2.189  0.452

9.
Formula: CH14O6
Source: the OMol25 dataset
Level of theory: ωB97M-V with the def2-TZVPD basis set

Summary:
Spin multiplicity: 1
Highest occupied orbital energy, eV: -10.392
SMILES: CO.O.O.O.O.O
Maximum force, eV Å⁻¹: 1.9
Electronic energy, Eh: -497.93613
Frontier orbital gap, eV: 10.9
LUMO energy, eV: 0.55
M, Da: 122.12

Last column: Mulliken charge in e.
Geometry (Å):
1 C -1.646 -0.867 -1.074  -0.569
2 O -0.388 -1.352 -1.558  -0.652
3 H -1.557 -0.609 -0.021  0.179
4 H -2.374 -1.669 -1.128  0.291
5 H -2.049 -0.021 -1.626  0.273
6 H -0.053 -1.843 -0.780  0.439
7 O 0.683 -0.790 2.216  -0.628
8 H 0.228 -1.108 3.004  0.365
9 H 0.204 0.019 1.958  0.347
10 O -0.477 1.859 1.846  -0.704
11 H -0.339 1.989 0.892  0.358
12 H -0.816 2.703 2.154  0.302
13 O 0.264 2.837 -0.693  -0.723
14 H -0.057 3.201 -1.524  0.290
15 H 0.824 2.075 -0.989  0.442
16 O 0.759 -2.636 0.590  -0.798
17 H 0.804 -1.890 1.316  0.448
18 H 1.679 -2.840 0.396  0.298
19 O 1.417 0.706 -1.750  -0.726
20 H 2.182 0.211 -1.441  0.280
21 H 0.711 0.025 -1.789  0.488

10.
Formula: CH14O6
Source: the OMol25 dataset
Level of theory: ωB97M-V with the def2-TZVPD basis set

Summary:
Spin multiplicity: 1
Highest occupied orbital energy, eV: -10.680
SMILES: CO.O.O.O.O.O
Maximum force, eV Å⁻¹: 1.8
Electronic energy, Eh: -497.91201
Frontier orbital gap, eV: 11.2
LUMO energy, eV: 0.52
M, Da: 122.12

Last column: Mulliken charge in e.
Geometry (Å):
1 C 1.487 0.403 -2.534  -0.518
2 O 0.620 -0.424 -1.725  -0.445
3 H 0.887 1.175 -3.016  0.211
4 H 1.934 -0.232 -3.292  0.241
5 H 2.235 0.922 -1.947  0.257
6 H -0.101 0.185 -1.575  0.241
7 O -0.914 1.649 0.028  -0.653
8 H -1.047 0.734 0.249  0.300
9 H -0.677 1.972 0.909  0.301
10 O 0.789 0.249 2.122  -0.624
11 H 0.335 -0.538 1.799  0.366
12 H 1.616 0.098 2.551  0.271
13 O -0.896 -2.038 4.075  -0.625
14 H -0.127 -1.437 4.004  0.324
15 H -1.364 -1.680 4.843  0.307
16 O -1.380 2.048 -3.084  -0.634
17 H -1.392 2.017 -2.122  0.317
18 H -0.945 2.886 -3.218  0.329
19 O 0.333 -2.020 0.573  -0.639
20 H 0.032 -2.865 0.246  0.267
21 H 0.785 -1.588 -0.173  0.404

11.
Formula: CH15NO5
Source: the OMol25 dataset
Level of theory: ωB97M-V with the def2-TZVPD basis set

Summary:
Spin multiplicity: 1
Highest occupied orbital energy, eV: -9.703
SMILES: CN.O.O.O.O.O
Maximum force, eV Å⁻¹: 1.0
Electronic energy, Eh: -478.03443
Frontier orbital gap, eV: 10.4
LUMO energy, eV: 0.68
M, Da: 121.13

Last column: Mulliken charge in e.
Geometry (Å):
1 C -1.661 1.671 -2.393  -0.792
2 N -1.821 0.474 -1.535  -0.569
3 H -1.636 1.416 -3.458  0.295
4 H -0.718 2.139 -2.151  0.291
5 H -2.503 2.336 -2.217  0.288
6 H -2.538 -0.133 -1.923  0.207
7 H -0.967 -0.083 -1.540  0.226
8 O 3.582 0.332 4.793  -0.639
9 H 4.528 0.145 4.765  0.319
10 H 3.574 1.298 4.809  0.320
11 O 3.749 -1.211 -2.509  -0.638
12 H 3.147 -0.809 -1.874  0.324
13 H 3.307 -2.037 -2.729  0.316
14 O -0.739 -1.345 1.922  -0.647
15 H -1.234 -1.383 2.756  0.270
16 H -0.934 -0.494 1.504  0.394
17 O -2.373 1.003 1.213  -0.668
18 H -2.546 0.958 0.247  0.416
19 H -3.256 1.174 1.577  0.325
20 O 0.334 -1.602 -0.776  -0.665
21 H 0.751 -1.384 0.074  0.315
22 H -0.045 -2.463 -0.556  0.310

12.
Formula: CH16B3LiO
Source: the OMol25 dataset
Level of theory: ωB97M-V with the def2-TZVPD basis set

Summary:
Spin multiplicity: 1
Highest occupied orbital energy, eV: -0.999
Maximum force, eV Å⁻¹: 2.2
Electronic energy, Eh: -204.84639
Frontier orbital gap, eV: 6.2
Total charge: -2
LUMO energy, eV: 5.24
M, Da: 83.51

Last column: Mulliken charge in e.
Geometry (Å):
1 Li -21.984 -21.569 -27.406  0.048
2 B -21.558 -23.226 -25.974  0.161
3 H -22.227 -23.314 -26.887  -0.287
4 H -22.059 -23.336 -24.922  -0.289
5 H -20.831 -24.144 -26.017  -0.251
6 H -20.905 -22.295 -25.901  -0.014
7 B -20.173 -21.090 -28.717  0.263
8 H -20.426 -22.140 -28.359  -0.180
9 H -21.133 -20.477 -28.652  -0.180
10 H -19.359 -20.614 -28.034  -0.270
11 H -19.806 -21.001 -29.826  -0.254
12 B -22.215 -19.633 -26.298  0.449
13 H -22.567 -18.750 -26.980  -0.287
14 H -22.201 -19.363 -25.160  -0.278
15 H -22.929 -20.519 -26.410  -0.546
16 H -21.121 -19.853 -26.587  -0.044
17 C -25.027 -21.341 -27.878  -0.667
18 O -23.917 -21.971 -28.507  -0.467
19 H -25.878 -22.011 -28.056  0.343
20 H -24.945 -21.213 -26.802  0.254
21 H -25.202 -20.331 -28.259  0.263
22 H -24.203 -22.261 -29.372  0.234

> The lowest electronic energy belongs to which entry?

CH14Na5O10

Repeat the eighth record exactly.
Formula: CH14O6
Source: the OMol25 dataset
Level of theory: ωB97M-V with the def2-TZVPD basis set

Summary:
Spin multiplicity: 1
Highest occupied orbital energy, eV: -10.247
SMILES: CO.O.O.O.O.O
Maximum force, eV Å⁻¹: 1.6
Electronic energy, Eh: -497.94087
Frontier orbital gap, eV: 10.9
LUMO energy, eV: 0.66
M, Da: 122.12

Last column: Mulliken charge in e.
Geometry (Å):
1 C -1.728 -1.232 0.533  -0.627
2 O -0.551 -1.842 1.107  -0.637
3 H -2.011 -1.901 -0.248  0.324
4 H -2.441 -1.321 1.347  0.270
5 H -1.599 -0.252 0.067  0.197
6 H 0.142 -1.869 0.432  0.482
7 O 0.919 -0.066 -2.776  -0.686
8 H 1.760 0.214 -3.127  0.311
9 H 0.442 0.726 -2.446  0.398
10 O -0.265 2.027 -1.405  -0.732
11 H -0.167 2.020 -0.405  0.412
12 H -0.948 2.668 -1.578  0.301
13 O -0.164 2.421 1.257  -0.730
14 H 0.604 2.956 1.461  0.288
15 H -0.079 1.614 1.818  0.446
16 O 1.265 -1.871 -0.873  -0.679
17 H 0.923 -1.342 -1.632  0.391
18 H 1.989 -2.435 -1.138  0.274
19 O 0.504 0.183 2.614  -0.738
20 H 1.392 -0.127 2.805  0.283
21 H 0.013 -0.573 2.189  0.452

> Look up the maximum force of the ninth one.

1.9 eV Å⁻¹